{
  "formula": "C29H18ClMnN3OS",
  "method": "ωB97M-V/def2-TZVPD",
  "spin_multiplicity": 2,
  "e_homo_ev": [-7.26, -6.59],
  "orbital_gap_ha": [0.24150, 0.21572],
  "largest_force_ev_per_a": 0.75,
  "e_tot_ev": -91561.9274,
  "symbols": ["Mn", "Cl", "S", "O", "N", "N", "N", "C", "C", "C", "C", "C", "C", "C", "C", "C", "C", "C", "C", "C", "C", "C", "C", "C", "C", "C", "C", "C", "C", "C", "C", "C", "C", "C", "C", "C", "H", "H", "H", "H", "H", "H", "H", "H", "H", "H", "H", "H", "H", "H", "H", "H", "H", "H"],
  "xyz": [[0.00, 0.31, 0.24], [-3.88, -2.29, 5.73], [4.34, -0.63, -0.23], [-0.01, 0.24, 2.14], [-1.95, 0.10, 0.18], [-0.34, 1.16, -1.60], [2.03, 0.42, 0.18], [-2.75, -1.53, 4.64], [0.17, 2.06, -3.75], [5.32, 1.96, 0.35], [1.47, -4.22, -0.83], [-3.12, -1.24, 3.36], [4.28, 1.05, 0.20], [-1.63, 0.94, -2.02], [2.32, -3.14, -0.66], [0.40, -1.64, -0.28], [2.95, 1.43, 0.39], [0.51, 1.69, -2.43], [-2.05, 1.27, -3.33], [-2.21, -0.65, 2.46], [-2.68, -0.36, 1.14], [-3.39, 1.01, -3.70], [-0.42, -2.76, -0.46], [-0.89, -0.32, 2.90], [0.10, -4.02, -0.73], [-3.82, 0.13, -1.49], [3.68, 3.65, 0.90], [-1.46, -1.22, 5.08], [-1.09, 1.84, -4.20], [-2.53, 0.37, -1.09], [-0.56, -0.62, 4.24], [2.61, -0.70, -0.14], [-4.24, 0.45, -2.80], [1.78, -1.88, -0.38], [5.01, 3.26, 0.70], [2.65, 2.75, 0.74], [-0.57, -4.86, -0.86], [3.46, 4.67, 1.18], [-3.71, 1.25, -4.71], [1.52, 1.83, -2.06], [3.40, -3.28, -0.72], [0.44, -0.38, 4.58], [-1.18, -1.45, 6.10], [-4.53, -0.31, -0.81], [6.35, 1.66, 0.21], [-3.74, -0.53, 0.98], [1.61, 3.03, 0.91], [-1.38, 2.10, -5.21], [1.87, -5.20, -1.04], [-5.26, 0.24, -3.08], [-1.50, -2.65, -0.38], [0.93, 2.50, -4.39], [5.80, 3.98, 0.83], [-4.12, -1.48, 3.02]]
}